The following is a DFT calculation (ωB97M-V with the def2-TZVPD basis set) of a structure of composition C3H9NO2Pt at a distorted geometry.

Calculated values
HOMO-LUMO gap (spin up / spin down) = 7.1066 / 7.1487 eV
HOMO energy (spin up / spin down) = -6.89 / -9.01 eV
ΔE to the lowest compared entry with this formula, charge and spin = 91.7 kcal/mol
Expectation value of S² = 2.011

```
! RIJCOSX wB97M-V def2-TZVPD def2/J DEFGRID3
* xyz 0 3
Pt -0.38623 0.06595 -0.46011
O 0.76686 2.28570 2.72700
O 0.34274 1.10643 0.80192
N -0.31942 -0.75248 1.36149
C 0.10313 0.00128 -3.34996
C 0.59689 1.28169 2.07121
C 0.26153 -0.05856 2.47284
H -1.17036 -0.51063 -1.58524
H -0.41763 -0.06998 -2.14660
H -1.24226 -1.01227 1.69570
H 0.17085 -1.64011 1.32691
H 1.15701 -0.61339 2.75744
H 1.16948 0.19828 -3.31724
H -0.47349 -0.07268 3.28443
H -0.10478 -0.97945 -3.76828
H -0.45431 0.77023 -3.87151
*
```